1.
DFT (ωB97M-V with the def2-TZVPD basis set) results for a cluster of 2 separate species, C4H10BN in total at a distorted geometry.

```
16
Properties=species:S:1:pos:R:3:forces:R:3
B 0.706 -0.075 -0.200 2.59 1.92 1.69
C -0.358 -1.193 0.145 -1.37 -0.55 -1.40
C -1.711 -0.603 -0.276 2.85 4.22 -3.21
C -1.467 0.950 0.036 -2.20 -1.74 2.48
C 2.874 0.022 -0.184 -5.09 0.38 0.39
N -0.039 1.141 0.026 -0.41 -1.51 -0.99
H -0.423 -2.195 -0.200 1.04 -1.09 -0.47
H -0.479 -1.267 1.211 0.58 0.07 0.84
H -2.064 -0.616 -1.378 1.22 -0.53 1.45
H -2.503 -0.878 0.247 -3.36 -1.73 2.52
H -2.092 1.474 -0.640 0.15 1.16 -1.16
H -1.990 1.256 1.060 1.40 -0.77 -1.48
H 3.166 -0.591 -0.992 0.74 0.30 -1.25
H 3.086 -0.498 0.683 0.26 -1.50 1.92
H 3.149 1.030 0.086 0.22 0.40 -1.21
H 0.144 2.042 0.375 1.38 0.95 -0.11
```
Forces are in eV/Å.

- Gap between HOMO and LUMO: 9.9 eV
- Molecular weight: 82.94 g/mol
- ΔE to the lowest compared entry with this formula, charge and spin: 58.02 kcal per mole
- HOMO energy: -9.12 eV

The Mulliken scheme yields these atomic charges, measured in e: atom 1 (B): 0.220, atom 2 (C): -0.720, atom 3 (C): -0.746, atom 4 (C): -0.450, atom 5 (C): -1.108, atom 6 (N): -0.303, atom 7 (H): 0.421, atom 8 (H): 0.263, atom 9 (H): 0.256, atom 10 (H): 0.419, atom 11 (H): 0.321, atom 12 (H): 0.249, atom 13 (H): 0.310, atom 14 (H): 0.353, atom 15 (H): 0.308, atom 16 (H): 0.206

=====

2.
DFT (ωB97M-V with the def2-TZVPD basis set) results for a cluster of 2 separate species, C4H5NO2 in total at a distorted geometry.

```
12
Properties=species:S:1:pos:R:3:forces:R:3
C 0.155 1.453 0.380 -0.20 0.27 -0.04
C -0.631 0.783 -0.458 -0.26 0.42 0.00
C -1.668 -0.145 0.056 -0.11 0.09 0.22
O -1.819 -0.385 1.233 0.00 -0.04 -0.27
H 0.927 2.134 0.039 -0.10 -0.09 -0.07
H 0.051 1.337 1.453 -0.05 -0.10 -0.06
H -0.545 0.911 -1.533 -0.03 -0.08 0.04
H -2.321 -0.618 -0.704 0.08 0.04 0.07
N 1.850 -0.602 0.255 0.24 -1.02 -0.26
C 1.088 -1.391 -0.301 -0.92 -0.08 -0.36
O 0.372 -2.142 -0.817 -0.13 0.23 -0.07
H 2.554 -1.331 0.383 1.49 0.37 0.79
```
Forces are in eV/Å.

- SMILES: C=CC=O.N=C=O
- Gap between HOMO and LUMO: 10.1 eV
- Molecular weight: 99.09 g/mol
- ΔE to the lowest compared entry with this formula, charge and spin: 44.44 kcal per mole
- HOMO energy: -9.91 eV

The Mulliken scheme yields these atomic charges, measured in e: atom 1 (C): -0.471, atom 2 (C): -0.399, atom 3 (C): 0.080, atom 4 (O): -0.501, atom 5 (H): 0.289, atom 6 (H): 0.246, atom 7 (H): 0.349, atom 8 (H): 0.368, atom 9 (N): -0.531, atom 10 (C): 0.717, atom 11 (O): -0.396, atom 12 (H): 0.248

=====

3.
DFT (ωB97M-V with the def2-TZVPD basis set) results for an isolated molecule of C16H17N5O6S at a distorted geometry.

```
45
Properties=species:S:1:pos:R:3:forces:R:3
N -2.525 -3.598 -2.395 -0.42 -0.26 0.28
N -1.665 -2.531 -2.619 0.16 0.45 -0.28
C -0.412 -2.526 -2.110 0.19 0.14 -0.01
S 0.081 -3.960 -1.250 0.03 -0.24 0.24
C 1.774 -3.525 -0.729 -0.29 0.06 -0.08
C 1.773 -2.658 0.535 0.07 -0.05 -0.54
O 1.961 -3.139 1.629 0.02 -0.17 0.34
N 1.555 -1.356 0.250 0.05 0.24 -0.24
C 1.388 -0.279 1.124 -0.01 0.18 0.42
C 1.063 0.954 0.558 0.00 -0.04 0.07
C 0.890 2.061 1.360 0.04 -0.07 0.29
C 1.026 1.960 2.740 0.07 -0.08 0.07
C 1.325 0.719 3.310 -0.12 0.22 -0.18
C 1.516 -0.393 2.501 0.01 0.04 0.12
O 1.437 0.553 4.665 0.16 -0.22 -0.29
C 0.915 1.631 5.409 -0.12 0.57 0.05
C 1.371 2.959 4.807 0.09 -0.32 0.43
O 0.866 3.096 3.498 -0.15 -0.06 -0.31
N 0.407 -1.522 -2.269 0.28 -1.04 0.36
N -0.016 -0.408 -2.851 -0.58 0.99 -0.70
C -1.221 -0.304 -3.309 0.15 -0.20 -0.13
C -1.688 1.009 -3.856 -0.03 0.12 0.19
C -1.301 2.145 -2.909 -0.06 -0.18 -0.05
C -1.741 1.858 -1.493 -0.04 -0.10 -0.03
O -2.151 0.804 -1.087 -0.21 -0.10 0.07
O -1.598 2.929 -0.709 0.13 0.62 0.19
C -2.171 -1.407 -3.286 0.13 -0.55 0.05
O -3.285 -1.444 -3.770 -0.05 0.13 0.07
H -3.417 -3.340 -2.821 0.27 -0.04 0.02
H -2.165 -4.461 -2.795 0.02 0.24 -0.20
H 2.263 -3.035 -1.569 0.09 -0.05 0.02
H 2.245 -4.481 -0.504 -0.03 0.10 0.00
H 1.368 -1.137 -0.731 0.08 -0.28 0.20
H 0.954 1.035 -0.513 -0.01 0.02 -0.16
H 0.657 3.026 0.938 0.00 0.13 -0.07
H 1.754 -1.337 2.960 0.01 -0.08 0.03
H 1.282 1.510 6.429 -0.06 0.05 -0.07
H -0.183 1.591 5.406 0.11 -0.02 0.03
H 0.988 3.807 5.378 0.06 -0.09 0.01
H 2.469 2.990 4.791 -0.10 0.03 0.01
H -1.240 1.185 -4.836 -0.08 0.00 -0.01
H -2.771 0.952 -3.974 0.09 0.05 -0.06
H -0.214 2.254 -2.886 -0.03 0.10 0.02
H -1.730 3.095 -3.229 0.07 0.02 0.02
H -1.834 2.717 0.208 -0.01 -0.26 -0.18
```
Forces are in eV/Å.

- SMILES: Nn1c(SCC(=O)Nc2ccc3c(c2)OCCO3)nnc(CCC(=O)O)c1=O
- Gap between HOMO and LUMO: 7.9 eV
- Molecular weight: 407.41 g/mol
- HOMO energy: -7.81 eV

The Mulliken scheme yields these atomic charges, measured in e: atom 1 (N): -1.125, atom 2 (N): 0.427, atom 3 (C): 0.867, atom 4 (S): -0.128, atom 5 (C): -0.842, atom 6 (C): 0.680, atom 7 (O): -0.648, atom 8 (N): -0.001, atom 9 (C): 0.399, atom 10 (C): -0.744, atom 11 (C): -1.074, atom 12 (C): 0.477, atom 13 (C): 0.490, atom 14 (C): -0.539, atom 15 (O): -0.454, atom 16 (C): -0.455, atom 17 (C): -0.460, atom 18 (O): -0.462, atom 19 (N): -0.629, atom 20 (N): -0.657, atom 21 (C): 0.245, atom 22 (C): -0.693, atom 23 (C): -0.679, atom 24 (C): 0.624, atom 25 (O): -0.588, atom 26 (O): -0.504, atom 27 (C): 1.035, atom 28 (O): -0.728, atom 29 (H): 0.278, atom 30 (H): 0.245, atom 31 (H): 0.354, atom 32 (H): 0.455, atom 33 (H): 0.158, atom 34 (H): 0.416, atom 35 (H): 0.598, atom 36 (H): 0.602, atom 37 (H): 0.345, atom 38 (H): 0.286, atom 39 (H): 0.341, atom 40 (H): 0.289, atom 41 (H): 0.366, atom 42 (H): 0.269, atom 43 (H): 0.315, atom 44 (H): 0.422, atom 45 (H): 0.432

=====

4.
DFT (ωB97M-V with the def2-TZVPD basis set) results for an isolated molecule of C7H7NOS at a distorted geometry.

```
17
Properties=species:S:1:pos:R:3:forces:R:3
C 0.962 1.264 -1.317 1.06 -0.86 -2.30
C 0.203 2.095 -0.376 1.01 2.72 1.96
C 1.316 -0.042 -1.266 -0.18 -0.33 1.79
C -1.240 -0.744 1.145 2.16 0.41 0.21
C -2.142 0.258 1.445 3.30 -1.42 -0.57
C -0.883 1.840 0.311 0.84 -1.66 -0.11
C 0.921 -1.019 -0.030 1.09 0.09 -1.66
N -0.015 -0.414 0.777 -1.80 1.06 0.06
O -1.960 1.431 0.820 0.56 1.94 -1.28
S 0.576 -2.635 -0.966 -0.42 0.86 -0.23
H 1.334 1.915 -2.179 -0.37 -1.22 1.10
H 0.878 3.050 -0.094 -1.98 -1.83 -0.52
H 1.985 -0.620 -1.966 -0.81 1.32 0.49
H -1.502 -1.774 1.305 -0.52 -0.50 -0.15
H -3.067 0.033 1.732 -3.69 -0.08 1.09
H 1.827 -1.266 0.580 -0.41 0.40 -0.72
H 0.806 -3.372 0.079 0.14 -0.88 0.84
```
Forces are in eV/Å.

- Gap between HOMO and LUMO (spin up / spin down): 7.4 / 7.3 eV
- Molecular weight: 153.21 g/mol
- ΔE to the lowest compared entry with this formula, charge and spin: 139.58 kcal per mole
- HOMO energy (spin up / spin down): -7.70 / -7.69 eV

The Mulliken scheme yields these atomic charges, measured in e: atom 1 (C): -0.288, atom 2 (C): -0.517, atom 3 (C): -0.553, atom 4 (C): 0.298, atom 5 (C): -0.761, atom 6 (C): 0.653, atom 7 (C): -0.004, atom 8 (N): -0.529, atom 9 (O): -0.320, atom 10 (S): -0.253, atom 11 (H): 0.300, atom 12 (H): 0.255, atom 13 (H): 0.367, atom 14 (H): 0.431, atom 15 (H): 0.421, atom 16 (H): 0.382, atom 17 (H): 0.119